[1]
A structure of composition C44H64AsCuN2O3S3SbSi3 in a non-equilibrium geometry, computed with the ωB97M-V functional and the def2-TZVPD basis.

The geometry in ORCA input format:
```
! RIJCOSX wB97M-V def2-TZVPD def2/J DEFGRID3
* xyz -2 2
Cu -0.001 1.396 0.474
C -1.477 5.511 1.588
C -1.336 4.091 1.082
S -0.416 3.021 2.092
C -1.958 3.697 -0.052
C -2.917 4.621 -0.772
S -1.676 2.155 -0.819
H -0.685 5.704 2.310
H -2.443 5.658 2.084
H -1.395 6.235 0.772
H -2.378 5.429 -1.279
H -3.623 5.074 -0.069
H -3.470 4.056 -1.521
C 2.842 -3.406 -4.667
C 2.680 -2.684 -3.356
C 1.484 -2.252 -2.923
C 1.404 -1.446 -1.667
C 0.992 0.553 -2.985
C 2.421 -1.923 -0.626
As 2.747 0.044 0.869
N 1.962 1.550 0.481
C 2.517 2.813 0.430
C 2.141 3.716 -0.580
C 2.696 4.980 -0.655
C 3.634 5.404 0.280
C 3.971 4.549 1.321
C 3.426 3.281 1.396
C 4.689 0.581 0.679
C 5.487 0.460 1.822
C 4.921 0.011 3.151
C 6.847 0.759 1.764
C 7.446 1.179 0.588
C 8.917 1.497 0.526
C 6.646 1.313 -0.539
C 5.288 1.021 -0.513
C 4.480 1.193 -1.768
C 3.714 -2.298 -1.189
C 4.889 -2.470 -0.254
C 3.849 -2.548 -2.516
H 1.953 -3.297 -5.288
H 3.021 -4.470 -4.489
H 3.705 -3.009 -5.207
H 0.565 -2.441 -3.469
H 0.996 -0.091 -3.870
H 1.569 1.452 -3.210
H -0.032 0.829 -2.746
H 1.399 3.392 -1.302
H 2.394 5.649 -1.453
H 4.074 6.392 0.210
H 4.666 4.878 2.086
H 3.661 2.635 2.231
H 3.856 0.226 3.224
H 5.439 0.505 3.975
H 5.044 -1.069 3.271
H 7.454 0.658 2.660
H 9.405 1.268 1.473
H 9.075 2.555 0.304
H 9.406 0.919 -0.261
H 7.095 1.651 -1.469
H 5.126 1.335 -2.636
H 3.835 2.068 -1.672
H 3.835 0.333 -1.936
H 4.561 -2.453 0.786
H 5.612 -1.665 -0.390
H 5.402 -3.416 -0.443
H 4.820 -2.788 -2.941
C -3.249 -4.103 0.199
Si -4.316 -2.769 1.044
C -6.077 -3.539 0.995
C -3.867 -2.787 2.901
Sb -3.700 -0.348 0.281
Si -5.010 -0.370 -1.953
C -6.616 -1.417 -1.997
C -5.566 1.401 -2.404
C -4.039 -0.977 -3.469
Si -5.691 0.611 1.659
C -7.314 -0.266 2.188
C -4.881 1.071 3.321
C -6.322 2.296 1.010
H -3.653 -5.111 0.319
H -2.236 -4.092 0.602
H -3.165 -3.894 -0.870
H -6.107 -4.485 1.542
H -6.397 -3.736 -0.030
H -6.811 -2.868 1.445
H -3.647 -3.790 3.276
H -4.680 -2.371 3.503
H -2.984 -2.165 3.069
H -7.247 -1.215 -1.129
H -6.377 -2.483 -1.989
H -7.201 -1.210 -2.897
H -6.461 1.693 -1.852
H -5.776 1.503 -3.471
H -4.773 2.107 -2.148
H -3.718 -2.010 -3.329
H -3.131 -0.382 -3.582
H -4.624 -0.913 -4.390
H -7.101 -1.106 2.852
H -7.859 -0.658 1.326
H -7.978 0.421 2.719
H -4.511 0.183 3.840
H -5.563 1.596 3.996
H -4.017 1.717 3.142
H -7.180 2.181 0.344
H -5.533 2.805 0.451
H -6.621 2.948 1.833
O 0.266 -0.639 2.617
C 0.339 -1.206 1.525
N -0.197 -0.692 0.391
S -0.276 -1.752 -0.896
O -1.280 -1.205 -1.849
O 1.639 -0.073 -1.888
C 1.916 -2.884 0.411
C 2.383 -4.205 0.379
C 2.004 -5.143 1.323
C 1.129 -4.794 2.342
C 0.625 -3.505 2.379
C 0.994 -2.560 1.430
H 3.042 -4.504 -0.427
H 2.378 -6.159 1.258
H 0.849 -5.514 3.101
H -0.059 -3.197 3.159
*
```

The calculation puts the gap between HOMO and LUMO (alpha / beta) at 5.050 / 5.100 eV. The HOMO energy (alpha / beta) comes out at -1.0476 / -1.0980 eV. The value obtained for the relative energy (zero: lowest compared OMol25 entry of this formula, charge and spin) is 3.0954 eV. As for the expectation value of S²: 0.7595.

=====

[2]
A structure of composition C6H15N3 in a non-equilibrium geometry, computed with the ωB97M-V functional and the def2-TZVPD basis.

The geometry in ORCA input format:
```
! RIJCOSX wB97M-V def2-TZVPD def2/J DEFGRID3
* xyz 0 1
C 1.603 0.005 0.183
C 1.781 1.275 -0.614
N 2.395 -0.009 1.356
H 2.142 0.741 1.995
H 2.352 -0.889 1.857
H 1.771 -0.897 -0.407
H -0.211 -0.040 -0.598
H 1.223 1.223 -1.551
H 2.833 1.439 -0.862
H 1.420 2.143 -0.052
C -0.492 -1.513 1.258
C -0.189 -0.103 0.825
C -1.469 -0.049 -1.183
N -2.235 1.043 -0.911
C -1.638 -1.012 -2.084
N -0.578 0.884 1.570
H -3.185 1.039 -1.265
H -2.175 1.357 0.058
H -0.217 1.786 1.257
H -0.255 -2.225 0.468
H 0.087 -1.758 2.152
H -1.552 -1.597 1.505
H -0.896 -1.789 -2.229
H -2.515 -1.055 -2.727
*
```

The calculation puts the gap between HOMO and LUMO at 9.043 eV. The HOMO energy comes out at -8.0599 eV. The value obtained for the relative energy (zero: lowest compared OMol25 entry of this formula, charge and spin) is 4.1430 eV.

=====

[3]
A structure of composition C5H7NO in a non-equilibrium geometry, computed with the ωB97M-V functional and the def2-TZVPD basis.

The geometry in ORCA input format:
```
! RIJCOSX wB97M-V def2-TZVPD def2/J DEFGRID3
* xyz 0 1
C -1.839 0.208 0.167
C -0.403 -0.185 0.022
N 0.110 -1.270 0.832
C 0.733 0.060 0.947
C 1.624 0.398 -0.206
C 0.657 -0.011 -1.212
O 0.745 -0.225 -2.401
H -2.045 1.170 -0.314
H -2.092 0.283 1.230
H -2.474 -0.559 -0.279
H 0.678 -1.925 0.303
H 0.777 0.506 1.938
H 2.719 0.212 -0.207
H 0.810 1.338 -0.822
*
```

The calculation puts the gap between HOMO and LUMO at 9.791 eV. The HOMO energy comes out at -9.2948 eV. The value obtained for the relative energy (zero: lowest compared OMol25 entry of this formula, charge and spin) is 4.5931 eV.

=====

[4]
A structure of composition C6H11NO in a non-equilibrium geometry, computed with the ωB97M-V functional and the def2-TZVPD basis.

The geometry in ORCA input format:
```
! RIJCOSX wB97M-V def2-TZVPD def2/J DEFGRID3
* xyz 0 1
C 0.907 -0.985 -0.892
C 0.582 1.402 0.925
C -1.668 0.450 -1.594
C 1.156 0.224 1.357
C 1.237 -0.929 0.557
C -1.319 -0.259 -0.282
O 1.352 0.106 2.715
N -0.388 -1.286 -0.314
H 1.398 -0.825 2.960
H 1.026 -0.061 -1.458
H 1.341 -1.833 -1.415
H 1.588 -1.846 1.019
H -2.217 -0.595 0.243
H -0.836 0.638 0.391
H 0.413 2.185 1.651
H 0.728 1.732 -0.091
H -2.082 -0.262 -2.310
H -2.415 1.222 -1.407
H -0.803 0.925 -2.055
*
```

The calculation puts the gap between HOMO and LUMO at 9.381 eV. The HOMO energy comes out at -8.5363 eV. The value obtained for the relative energy (zero: lowest compared OMol25 entry of this formula, charge and spin) is 3.7388 eV.

=====

[5]
An isolated molecule of C6H7N3O in a non-equilibrium geometry, computed with the ωB97M-V functional and the def2-TZVPD basis.

The geometry in ORCA input format:
```
! RIJCOSX wB97M-V def2-TZVPD def2/J DEFGRID3
* xyz 0 1
C 3.164 -0.079 0.111
C 1.651 -0.463 0.017
C 0.673 0.638 -0.080
C 1.038 1.907 -0.062
C -1.198 -1.043 -0.069
C -2.812 0.272 0.081
H 3.665 -1.016 0.196
H 3.520 0.359 -0.780
H 3.368 0.589 0.948
H 0.333 2.766 -0.126
H 2.132 2.164 -0.176
H -0.641 -1.940 -0.145
H -3.811 0.644 0.109
N -0.709 0.252 0.004
N -2.500 -1.037 0.007
N -1.769 1.101 0.039
O 1.397 -1.645 -0.045
*
```

The calculation puts the gap between HOMO and LUMO at 9.307 eV. The HOMO energy comes out at -9.6700 eV. The SMILES is C=C(C(C)=O)n1cncn1. The value obtained for the relative energy (zero: lowest compared OMol25 entry of this formula, charge and spin) is 1.1351 eV.

=====

[6]
A structure of composition C25H25GaN2P in a non-equilibrium geometry, computed with the ωB97M-V functional and the def2-TZVPD basis.

The geometry in ORCA input format:
```
! RIJCOSX wB97M-V def2-TZVPD def2/J DEFGRID3
* xyz -1 1
C -0.448 1.194 -2.142
C 0.956 1.319 -1.913
C 1.141 2.069 -0.714
C -0.146 2.410 -0.205
C -1.127 1.877 -1.092
Ga -0.076 -1.405 1.044
N -1.349 -1.794 -0.346
C -0.470 -2.830 -0.911
C 0.892 -2.290 -0.501
H 2.098 2.367 -0.289
H 1.746 0.962 -2.571
H -0.343 3.027 0.670
H -2.204 2.013 -1.008
H -0.914 0.709 -2.998
H 1.255 -1.463 -1.127
H -0.659 -3.795 -0.402
H -2.320 -2.126 -0.269
H 1.665 -3.032 -0.324
H -0.593 -3.013 -1.991
N 0.332 -1.120 2.727
P 0.085 -0.172 3.964
C 1.566 0.866 4.151
C 2.121 1.442 2.990
C 3.466 1.807 2.968
C 4.256 1.623 4.109
C 3.695 1.118 5.287
C 2.346 0.764 5.321
C -1.569 0.581 3.916
C -2.555 0.074 4.782
C -3.812 0.668 4.846
C -4.134 1.665 3.924
C -3.242 1.979 2.886
C -1.945 1.455 2.877
C 0.015 -1.087 5.498
C 0.370 -2.429 5.396
C 0.405 -3.210 6.555
C 0.002 -2.666 7.782
C -0.361 -1.313 7.873
C -0.370 -0.513 6.728
H 1.511 1.536 2.090
H 3.902 2.227 2.060
H 5.323 1.841 4.065
H 4.319 0.980 6.172
H 1.924 0.358 6.241
H -2.356 -0.804 5.401
H -4.527 0.337 5.606
H -5.102 2.157 3.990
H -3.550 2.649 2.085
H -1.229 1.700 2.081
H 0.626 -2.826 4.412
H 0.749 -4.242 6.486
H -0.005 -3.285 8.687
H -0.624 -0.873 8.841
H -0.737 0.517 6.791
*
```

The calculation puts the gap between HOMO and LUMO at 5.127 eV. The HOMO energy comes out at -2.7228 eV. The value obtained for the relative energy (zero: lowest compared OMol25 entry of this formula, charge and spin) is 0.2604 eV.